{"formula": "C27H27F9O27", "method": "ωB97M-V/def2-TZVPD", "symbols": ["O", "C", "O", "C", "C", "F", "O", "H", "H", "H", "O", "C", "O", "C", "C", "F", "O", "H", "H", "H", "O", "C", "O", "C", "C", "F", "O", "H", "H", "H", "O", "C", "O", "C", "C", "F", "O", "H", "H", "H", "O", "C", "O", "C", "C", "F", "O", "H", "H", "H", "O", "C", "O", "C", "C", "F", "O", "H", "H", "H", "O", "C", "O", "C", "C", "F", "O", "H", "H", "H", "O", "C", "O", "C", "C", "F", "O", "H", "H", "H", "O", "C", "O", "C", "C", "F", "O", "H", "H", "H"], "positions_angstrom": [[-2.00092, -0.84269, 2.16915], [-3.15167, -0.57148, 2.19259], [-4.17979, -1.40290, 2.10959], [-5.43174, -0.73550, 2.02264], [-5.00055, 0.75659, 1.97917], [-5.63247, 1.45509, 2.95718], [-3.65185, 0.68896, 2.41170], [-5.93999, -1.04598, 1.11220], [-6.01805, -0.99253, 2.90002], [-5.00323, 1.24685, 1.00813], [0.24434, -0.07243, -4.57512], [-0.12317, -1.19154, -4.64388], [-0.23767, -2.05882, -3.61626], [-0.36165, -3.37226, -4.16966], [-0.96951, -3.06090, -5.52872], [-2.33820, -2.95829, -5.38522], [-0.47100, -1.80584, -5.83087], [0.63312, -3.80214, -4.25685], [-1.02075, -4.04572, -3.62883], [-0.76272, -3.87654, -6.21774], [5.03383, -0.47608, 1.41923], [5.84302, -1.33537, 1.42961], [6.10450, -2.17673, 2.46048], [7.38329, -2.76056, 2.15692], [7.20821, -2.94308, 0.64801], [6.42323, -3.99968, 0.33522], [6.57470, -1.73336, 0.32650], [8.11849, -1.98629, 2.36452], [7.51799, -3.71445, 2.65537], [8.17800, -3.03065, 0.16179], [3.24447, -5.33392, -4.10908], [2.91653, -5.41978, -2.97516], [3.70399, -5.82553, -1.96784], [3.00134, -5.74512, -0.73209], [1.67140, -5.06239, -1.07702], [1.54944, -3.82244, -0.55340], [1.75096, -4.91346, -2.47820], [2.79555, -6.76504, -0.40210], [3.60012, -5.24876, 0.02672], [0.83674, -5.71082, -0.81871], [-1.64913, -4.03606, 1.41972], [-2.21390, -3.87558, 0.40141], [-2.70792, -2.70338, -0.05359], [-3.26454, -2.86641, -1.37217], [-3.36621, -4.38313, -1.48489], [-2.96929, -4.84632, -2.68952], [-2.39443, -4.83904, -0.55941], [-4.20510, -2.32483, -1.35369], [-2.55439, -2.45096, -2.08831], [-4.34956, -4.75475, -1.19677], [2.47321, 2.61105, 4.39020], [1.48474, 2.57972, 3.74485], [1.10686, 1.57643, 2.89682], [0.06516, 2.09081, 2.09537], [-0.59082, 3.08938, 3.00478], [-1.37167, 2.56145, 3.98239], [0.56820, 3.58946, 3.67664], [0.40196, 2.60357, 1.19261], [-0.66487, 1.35651, 1.74788], [-1.08587, 3.93428, 2.53867], [0.81816, 5.16019, 0.21571], [0.73269, 6.01698, 1.02442], [-0.15607, 6.09239, 2.03642], [0.06209, 7.27311, 2.78121], [1.16565, 8.01883, 2.01995], [2.22481, 8.30651, 2.82400], [1.56497, 7.09090, 1.05609], [-0.86432, 7.85024, 2.79653], [0.31564, 7.14926, 3.83357], [0.83862, 8.94111, 1.54177], [-3.65140, 4.89435, 2.08621], [-3.43147, 4.73787, 0.95541], [-2.67145, 3.73839, 0.45074], [-2.43785, 3.98795, -0.91358], [-3.47267, 4.99902, -1.29852], [-4.54298, 4.44978, -1.95492], [-3.93383, 5.50413, -0.05232], [-1.43372, 4.20391, -1.28345], [-2.65703, 3.09953, -1.51989], [-3.18670, 5.87673, -1.87387], [0.51436, 2.54853, -1.19694], [0.77306, 1.41743, -0.98082], [-0.18940, 0.44846, -0.95774], [0.33475, -0.80860, -0.53633], [1.87429, -0.54940, -0.56637], [2.49931, -1.33881, -1.45225], [1.94850, 0.80113, -0.95589], [0.00755, -0.98722, 0.49003], [-0.08505, -1.57208, -1.18151], [2.28873, -0.57123, 0.43941]], "atomic_forces_ev_per_a": [[0.03, -0.07, -0.07], [-0.21, 1.19, 0.84], [-0.34, -1.54, -0.53], [0.48, 0.63, -0.39], [0.81, -0.87, 1.64], [-0.49, 0.28, -0.63], [0.47, 0.05, -0.97], [-0.02, -0.06, 0.02], [-0.11, 0.28, 0.05], [-0.55, 0.26, 0.09], [-0.13, 0.07, 0.14], [0.19, 0.19, -0.28], [-0.12, -0.14, 0.23], [-0.08, 0.03, -0.68], [0.08, -0.76, 1.06], [-0.16, -0.03, -0.17], [0.12, -0.18, -0.03], [-0.02, -0.08, -0.08], [0.06, 0.36, 0.41], [0.07, 0.59, -0.65], [0.19, 0.15, 0.02], [-0.81, -0.75, -0.32], [0.35, 0.47, 0.27], [-1.05, -0.43, -0.73], [1.36, 1.06, 0.95], [-0.23, -0.22, -0.05], [-0.15, -0.12, -0.10], [0.49, -0.44, 0.07], [0.00, 0.20, 0.35], [-0.26, 0.04, -0.51], [-0.32, -0.47, -0.23], [0.68, 1.38, 0.38], [-0.01, -0.18, 0.04], [-0.24, -0.61, 0.14], [0.90, -0.36, -0.54], [-0.22, -0.05, 0.33], [-0.52, -0.60, -0.01], [0.09, 0.03, 0.08], [-0.04, 0.30, -0.15], [-0.39, 0.52, 0.11], [0.13, -0.22, 0.39], [0.28, 0.39, -0.83], [-0.11, -0.06, -0.01], [0.46, 0.14, 0.75], [0.60, 0.30, 0.47], [-0.43, -0.06, -0.35], [-0.56, -0.04, 0.34], [-0.09, -0.14, -0.39], [-0.17, -0.03, -0.20], [0.00, -0.35, -0.37], [0.10, -0.18, 0.22], [-0.23, 0.14, -0.64], [0.49, 0.09, 0.14], [-1.72, -0.09, -0.62], [1.10, 1.01, 0.39], [-0.42, -0.41, -0.23], [-0.03, -0.07, 0.18], [0.45, 0.20, 0.26], [0.34, -0.49, 0.47], [-0.16, -0.18, -0.02], [-0.40, -0.31, 0.01], [0.53, 0.25, 0.29], [0.07, -0.34, 0.00], [-0.60, 1.31, 0.21], [-0.25, -0.43, 0.26], [0.00, 0.02, 0.02], [0.06, 0.27, -0.36], [-0.02, -0.05, -0.23], [0.36, -0.71, -0.16], [0.15, 0.05, 0.00], [-0.38, 0.36, 2.07], [0.07, -0.40, -1.71], [0.68, 0.21, 0.12], [-0.22, -1.27, -2.29], [-0.72, 1.50, 0.51], [0.00, -0.29, 0.06], [0.34, -0.25, -0.22], [0.29, 0.51, 1.18], [-0.18, -0.19, 0.48], [0.34, -0.24, -0.18], [0.47, 0.78, 0.31], [-1.45, -2.12, -1.71], [-0.67, 0.42, 0.56], [0.27, 0.69, 0.57], [-1.88, 0.17, 0.53], [0.49, 0.10, -0.12], [1.62, 0.76, 0.20], [-0.01, -0.09, -0.03], [0.55, -0.14, -0.22], [0.58, -0.64, -0.21]], "max_force_ha_per_bohr": 0.060, "e_lumo_ev": 0.1, "smiles": "O=C1OC[C@@H](F)O1.O=C1OC[C@@H](F)O1.O=C1OC[C@@H](F)O1.O=C1OC[C@@H](F)O1.O=C1OC[C@@H](F)O1.O=C1OC[C@@H](F)O1.O=C1OC[C@@H](F)O1.O=C1OC[C@@H](F)O1.O=C1OC[C@@H](F)O1", "gap_ev": 10.67, "spin_multiplicity": 1, "de_lowest_kcal_mol": 38.4}

---

{"formula": "C3H17FeN2O6", "method": "ωB97M-V/def2-TZVPD", "symbols": ["Fe", "C", "C", "O", "H", "H", "H", "H", "H", "C", "O", "N", "N", "H", "H", "H", "H", "O", "H", "H", "O", "H", "H", "O", "H", "H", "O", "H", "H"], "positions_angstrom": [[-0.30916, -0.35318, -1.12034], [-2.50905, 1.50853, 2.55598], [-2.28741, 0.53763, 1.30151], [-1.29449, 0.87127, 0.27112], [-1.55932, 1.98244, 2.80406], [-2.84500, 0.90139, 3.39659], [-3.25309, 2.28722, 2.38825], [-3.27788, 0.19892, 0.99761], [-1.68363, -0.28738, 1.67954], [2.20629, 0.28233, 0.76621], [1.45732, -0.00411, -0.15354], [2.60402, -0.56164, 1.61758], [2.74830, 1.38914, 1.03861], [2.88588, -0.20569, 2.51978], [2.59747, -1.54323, 1.37982], [2.62323, 2.13591, 0.37017], [3.33668, 1.46781, 1.85576], [-0.51369, -2.08569, -0.11293], [-0.82135, -2.19212, 0.78721], [0.06175, -2.83630, -0.26020], [-1.80499, -0.78830, -2.40449], [-2.09367, 0.04002, -2.78762], [-2.44169, -1.43160, -2.71595], [0.42445, 1.12121, -2.49967], [0.75485, 1.11457, -3.39802], [0.98573, 1.74722, -2.04216], [1.04197, -1.55332, -2.59998], [1.79571, -1.24362, -3.10217], [1.17075, -2.49943, -2.53273]], "atomic_forces_ev_per_a": [[-0.14, 1.55, 1.18], [0.58, -0.48, -1.64], [2.60, 0.14, 0.35], [-1.46, 0.28, -0.30], [0.01, 0.00, 0.09], [0.02, -0.06, 0.01], [0.02, 0.02, -0.19], [0.00, -0.02, -0.64], [-0.99, -0.77, 1.06], [-2.33, -1.38, -2.55], [0.43, 0.58, -1.29], [1.26, -5.72, 4.34], [1.46, 6.82, -0.49], [0.22, -0.95, -0.16], [-0.32, 0.08, 0.53], [0.05, 0.31, 0.65], [0.03, 0.50, -0.73], [-0.58, -0.91, 0.48], [-0.26, 0.27, 0.50], [0.62, -0.61, -0.41], [-0.73, 0.19, -0.74], [-0.15, 0.49, -0.17], [-0.03, -0.60, 0.15], [-0.31, 0.51, -0.11], [0.01, -0.33, -0.49], [0.17, 0.24, 0.41], [-0.87, 0.47, 0.29], [0.66, 0.39, -0.28], [0.05, -1.01, 0.16]], "max_force_ha_per_bohr": 0.142, "e_lumo_ev": [0.3, 0.2], "gap_ev": [3.21, 7.76], "spin_multiplicity": 6}

---

{"formula": "C4H6N2O", "method": "ωB97M-V/def2-TZVPD", "symbols": ["H", "N", "C", "C", "N", "O", "C", "C", "H", "H", "H", "H", "H"], "positions_angstrom": [[2.99231, -1.26490, -0.27930], [2.05723, -1.17523, -0.67491], [1.49877, -0.11864, -0.27231], [2.10407, 0.82979, 0.66797], [2.56087, 1.55029, 1.44900], [0.26525, 0.26373, -0.65333], [-0.81566, -0.42306, 0.00852], [-2.05985, 0.41330, -0.18959], [-0.91348, -1.42609, -0.42083], [-0.57751, -0.52301, 1.07706], [-2.30192, 0.49568, -1.25299], [-2.91048, -0.04061, 0.32884], [-1.89961, 1.41875, 0.21188]], "atomic_forces_ev_per_a": [[-0.07, -0.01, -0.04], [-0.17, 0.38, 0.17], [0.19, -0.32, -0.05], [0.45, 0.63, 0.71], [-0.40, -0.67, -0.76], [0.11, 0.06, -0.03], [-0.24, -0.14, 0.14], [-0.02, 0.02, -0.02], [0.03, 0.14, 0.05], [-0.01, 0.03, -0.18], [0.03, -0.01, 0.14], [0.14, 0.04, -0.08], [-0.06, -0.16, -0.06]], "max_force_ha_per_bohr": 0.021, "e_lumo_ev": 0.2, "smiles": "[H]/N=C(\\C#N)OCC", "gap_ev": 11.43, "spin_multiplicity": 1, "de_lowest_kcal_mol": 42.4}